[1]
Below is a single C4H10N2O molecule at a distorted geometry, with properties calculated with ωB97M-V/def2-TZVPD.

Output
Highest occupied orbital energy, eV: -9.4567
SMILES string: C[C@@H](CN)NC=O
Molecular weight, g/mol: 102.1
Energy, eV: -9337.7900
ΔE to the lowest compared entry with this formula, charge and spin, eV: 1.197

Each line ends with the Löwdin charge.
Cartesian coordinates (Å):
C 0.37110 1.60267 -0.57515  -0.053
C 0.20806 0.39353 0.34969  -0.377
C -1.00528 -0.46791 0.01744  -0.254
N -2.22981 0.33296 0.10744  0.001
N 1.44657 -0.38625 0.39882  0.050
C 1.63761 -1.73776 0.34571  -0.361
O 0.94316 -2.54811 -0.21488  0.021
H -0.53961 2.19179 -0.50972  0.068
H 0.38691 1.24987 -1.60644  0.083
H 1.26786 2.15787 -0.31533  0.074
H 0.02751 0.81017 1.34649  0.136
H -0.83399 -0.90415 -0.97336  0.116
H -1.07870 -1.28078 0.73512  0.116
H -2.98560 -0.32604 0.25518  0.065
H -2.46594 0.80231 -0.75843  0.064
H 2.28785 0.15283 0.52708  0.124
H 2.56231 -2.04298 0.87033  0.127

Atoms 1-3, force components in eV/Å:
-0.69 -1.02 -0.23
-0.01 0.35 0.16
0.29 0.36 -0.59

=====

[2]
Below is a single C4H10N2O molecule at a distorted geometry, with properties calculated with ωB97M-V/def2-TZVPD.

Output
Highest occupied orbital energy, eV: -9.1144
SMILES string: CC(=O)NCCN
Molecular weight, g/mol: 102.1
Energy, eV: -9337.7700
ΔE to the lowest compared entry with this formula, charge and spin, eV: 1.217

Each line ends with the Löwdin charge.
Cartesian coordinates (Å):
C 1.51458 1.49466 0.55008  0.001
C 0.33101 1.73768 -0.36408  -0.534
O 0.33284 2.65383 -1.16786  0.037
N -0.86181 1.13251 -0.02633  0.036
C -0.95286 -0.23454 0.46901  -0.196
C -0.74698 -1.34033 -0.59640  -0.247
N 0.16334 -2.38637 -0.14646  -0.006
H 1.83114 2.48335 0.87819  0.087
H 1.16701 1.08968 1.50188  0.068
H 2.31906 0.90218 0.14691  0.080
H -1.65043 1.44933 -0.57447  0.139
H -0.23873 -0.40348 1.26954  0.094
H -1.92542 -0.29336 0.95892  0.111
H -1.71266 -1.80121 -0.75948  0.101
H -0.35693 -0.83545 -1.47945  0.111
H 1.05227 -2.36237 -0.61410  0.062
H -0.26545 -3.28611 -0.04591  0.058

Atoms 1-3, force components in eV/Å:
-0.78 0.22 0.97
-0.73 1.19 0.43
0.26 -0.37 -0.25

=====

[3]
Below is a single C4H10N2O molecule at a distorted geometry, with properties calculated with ωB97M-V/def2-TZVPD.

Output
Highest occupied orbital energy, eV: -9.6051
SMILES string: C[C@@H](N)CNC=O
Molecular weight, g/mol: 102.1
Energy, eV: -9337.2410
ΔE to the lowest compared entry with this formula, charge and spin, eV: 1.746

Each line ends with the Löwdin charge.
Cartesian coordinates (Å):
C 0.89437 -0.02944 1.74954  -0.035
C 0.51425 -0.66448 0.33838  -0.442
N 0.49462 -2.11106 0.09648  0.023
C -0.79550 -0.11964 -0.18451  -0.176
N -0.93728 1.29277 -0.52707  0.021
C -0.97800 1.76851 -1.78836  -0.362
O -1.00594 1.03542 -2.75951  0.009
H 0.27826 -0.56212 2.45866  0.071
H 1.99709 -0.07420 1.80594  0.080
H 0.63855 1.00077 1.59004  0.048
H 1.38419 -0.32676 -0.22067  0.120
H 1.16028 -2.55811 0.72741  0.070
H 0.95085 -2.33416 -0.78366  0.075
H -0.89146 -0.54220 -1.20120  0.113
H -1.65769 -0.60303 0.27816  0.129
H -1.11627 1.95569 0.21061  0.124
H -0.93031 2.87203 -1.79025  0.131

Atoms 1-3, force components in eV/Å:
-0.07 -1.91 -2.39
1.53 1.42 0.19
0.53 -0.81 1.33

=====

[4]
Below is a single C4H10N2O molecule at a distorted geometry, with properties calculated with ωB97M-V/def2-TZVPD.

Output
Highest occupied orbital energy, eV: -8.9486
SMILES string: NCCNCC=O
Molecular weight, g/mol: 102.1
Energy, eV: -9336.9756
ΔE to the lowest compared entry with this formula, charge and spin, eV: 2.012

Each line ends with the Löwdin charge.
Cartesian coordinates (Å):
N -1.28269 1.53917 1.55493  -0.020
C -1.03836 1.63078 0.10132  -0.270
C 0.18030 0.81044 -0.27648  -0.236
N -0.22684 -0.46478 -0.88482  -0.069
C 0.89590 -1.34107 -1.09207  -0.218
C 1.39810 -2.05540 0.12182  -0.247
O 0.72959 -2.22340 1.11608  0.041
H -2.23494 1.80076 1.78605  0.061
H -1.05703 0.62879 1.92771  0.054
H -0.89656 2.69030 -0.12669  0.103
H -1.92540 1.28830 -0.43273  0.103
H 0.74763 0.65110 0.64830  0.113
H 0.79893 1.36605 -0.97620  0.112
H -0.84693 -0.91957 -0.20821  0.110
H 0.62874 -2.12255 -1.80494  0.124
H 1.71542 -0.79791 -1.57130  0.122
H 2.41415 -2.48101 0.11723  0.118

Atoms 1-3, force components in eV/Å:
0.15 0.42 -0.13
-0.46 0.22 0.86
-0.35 -0.11 0.03

=====

[5]
Below is a single C4H10N2O molecule at a distorted geometry, with properties calculated with ωB97M-V/def2-TZVPD.

Output
Highest occupied orbital energy, eV: -9.0476
SMILES string: C[C@@H](N)CC(N)=O
Molecular weight, g/mol: 102.1
Energy, eV: -9335.6151
ΔE to the lowest compared entry with this formula, charge and spin, eV: 3.372

Each line ends with the Löwdin charge.
Cartesian coordinates (Å):
C -0.01784 -0.71361 1.79859  -0.076
C -0.87361 -0.01359 0.69016  -0.396
N -2.00308 0.93079 1.03616  0.021
C 0.00670 0.46446 -0.54592  -0.080
C 0.75596 -0.33360 -1.77059  -0.392
N 2.04701 0.10092 -2.20758  0.086
O 0.26040 -1.49454 -1.99456  -0.026
H -0.38006 -0.62172 2.89666  0.111
H 0.21634 -1.66802 1.32470  0.073
H 0.92456 -0.23657 1.71929  0.030
H -1.40938 -1.00568 0.43700  0.140
H -2.10647 1.73148 1.62276  0.052
H -2.80993 0.78082 0.45561  0.055
H 0.77375 1.24937 -0.23674  0.113
H -0.73228 0.92578 -1.18800  0.086
H 2.75603 -0.53906 -2.64078  0.115
H 2.59191 0.44277 -1.39676  0.088

Atoms 1-3, force components in eV/Å:
-0.27 1.72 0.38
-1.67 -2.54 -0.02
0.96 -1.81 -1.01

=====

[6]
Below is a molecular structure, C4H10N2O2 at a distorted geometry, with properties calculated with ωB97M-V/def2-TZVPD.

Output
2S+1: 2
Highest occupied orbital energy (alpha / beta), eV: 0.6980 / -4.1108
Molecular weight, g/mol: 118.1
Energy, eV: -11383.6957
Total charge: -1
ΔE to the lowest compared entry with this formula, charge and spin, eV: 2.099

Each line ends with the Löwdin spin population.
Cartesian coordinates (Å):
H 0.34501 -0.13683 1.34913  0.000
O -0.06596 -0.28995 2.50596  0.003
N 0.47615 -0.07125 0.07259  0.105
H 0.64393 -0.85046 2.83750  0.002
C 0.30653 0.97340 -0.76453  0.002
C 0.38516 -1.20965 -0.70513  0.394
C -0.05651 0.56215 -2.04517  0.124
N 0.10584 -0.81322 -2.02576  0.178
H 0.20134 -1.39052 -2.83707  0.070
H 0.28806 -2.22982 -0.37678  0.076
H -0.44099 0.99515 -2.95718  0.031
C 0.51418 2.42007 -0.40255  0.005
H -0.09112 2.78396 0.41817  0.000
H 1.54631 2.74371 -0.32461  0.001
H 0.14850 3.01876 -1.28013  0.004
O -1.48335 -2.37203 1.76396  0.004
H -1.02802 -1.51054 2.12901  0.001
H -1.79506 -2.62294 2.64258  0.000

Atoms 1-3, force components in eV/Å:
-0.80 0.12 0.39
0.67 -0.02 -0.51
0.22 -0.88 -0.72

=====

[7]
Below is a single C4H10N2O2 molecule at a distorted geometry, with properties calculated with ωB97M-V/def2-TZVPD.

Output
Highest occupied orbital energy, eV: -9.4700
SMILES string: NCNC(=O)CCO
Molecular weight, g/mol: 118.1
Energy, eV: -11384.6555
ΔE to the lowest compared entry with this formula, charge and spin, eV: 2.247

Each line ends with the Löwdin charge.
Cartesian coordinates (Å):
N 1.18608 -1.50743 -1.66369  0.003
C 0.62008 -2.03940 -0.37873  -0.247
N -0.33791 -1.03652 0.00102  0.046
C -0.09698 -0.12404 1.02084  -0.517
O 0.58771 -0.37033 1.99148  0.068
C -1.18937 0.94280 1.14559  -0.059
C -0.92072 2.16003 0.15483  -0.214
O 0.29260 1.99072 -0.55021  -0.094
H 1.85458 -0.77348 -1.50070  0.059
H 1.53724 -2.19695 -2.30534  0.054
H 0.21110 -3.04470 -0.63991  0.118
H 1.44818 -2.19395 0.40713  0.136
H -0.61124 -0.50360 -0.81650  0.122
H -2.14763 0.44923 0.98761  0.116
H -1.03389 1.32120 2.14074  0.104
H -0.83533 3.08128 0.76153  0.115
H -1.61557 2.23082 -0.66363  0.107
H 1.05108 1.61432 -0.09207  0.083

Atoms 1-3, force components in eV/Å:
-0.61 -0.44 0.64
2.38 -0.30 -1.05
0.26 0.94 0.33

=====

[8]
Below is 2 unconnected molecules or ions with the total composition C4H10N2O2 at a distorted geometry, with properties calculated with ωB97M-V/def2-TZVPD.

Output
Highest occupied orbital energy, eV: -8.4709
Molecular weight, g/mol: 118.1
Energy, eV: -11373.3215
ΔE to the lowest compared entry with this formula, charge and spin, eV: 13.581

Each line ends with the Löwdin charge.
Cartesian coordinates (Å):
O 1.23899 0.65600 1.21200  -0.056
C 0.02324 0.57498 0.69168  -0.474
N -0.06194 1.21937 -0.61471  0.070
C 1.33957 1.40761 -1.13752  -0.062
C -1.43523 -1.15004 2.13016  -0.030
N -1.68596 -1.68416 0.87875  0.041
C -0.31177 -1.01371 0.63115  -0.132
O 0.15091 -0.34414 -2.87010  -0.327
H -0.37077 0.57441 -1.24814  0.003
H 1.37444 2.04764 -2.05317  0.105
H 1.88311 1.81654 -0.29733  0.074
H 1.67676 0.43829 -1.48439  0.080
H -0.86822 -1.78112 2.88788  0.132
H -2.17440 -0.35253 2.57058  0.137
H -0.61448 1.16498 1.45634  0.197
H -0.20914 -1.17891 -0.43237  0.119
H 0.52607 -1.55877 1.15625  0.153
H -0.48117 -0.83646 -3.47704  -0.030

Atoms 1-3, force components in eV/Å:
-1.82 -0.83 0.18
3.28 4.15 0.75
3.05 0.28 2.55

=====

[9]
Below is 2 unconnected molecules or ions with the total composition C4H10N2O2 at a distorted geometry, with properties calculated with ωB97M-V/def2-TZVPD.

Output
Highest occupied orbital energy, eV: -9.3331
SMILES string: CC(N)=O.CC(N)=O
Molecular weight, g/mol: 118.1
Energy, eV: -11386.1820
ΔE to the lowest compared entry with this formula, charge and spin, eV: 0.721

Each line ends with the Löwdin charge.
Cartesian coordinates (Å):
C 1.68658 -0.06201 1.28841  -0.018
C 1.84632 1.36256 1.68953  -0.593
N 1.63395 2.26989 0.68222  0.144
O 1.97421 1.73307 2.83855  0.042
H 1.70207 -0.74531 2.13146  0.087
H 2.61082 -0.32473 0.74832  0.089
H 0.86633 -0.27206 0.61671  0.031
H 1.78445 3.23742 0.87938  0.094
H 1.12508 2.05299 -0.15314  0.090
C -0.78562 -1.54062 -1.59463  -0.004
C -1.63447 -0.73938 -0.65834  -0.570
N -2.90773 -0.48230 -1.13279  0.140
O -1.31888 -0.22694 0.39917  0.036
H 0.27562 -1.36085 -1.44581  0.078
H -1.12894 -1.37413 -2.61018  0.080
H -0.87454 -2.59495 -1.38348  0.084
H -3.44508 0.03599 -0.45886  0.102
H -3.41017 -0.96864 -1.83652  0.087

Atoms 1-3, force components in eV/Å:
1.71 -0.93 -0.46
-2.08 0.58 0.36
0.52 -0.08 -0.29

=====

[10]
Below is 2 unconnected molecules or ions with the total composition C4H10N2O2 at a distorted geometry, with properties calculated with ωB97M-V/def2-TZVPD.

Output
Highest occupied orbital energy, eV: -9.0107
SMILES string: N/N=C/O.CCC=O
Molecular weight, g/mol: 118.1
Energy, eV: -11381.6053
ΔE to the lowest compared entry with this formula, charge and spin, eV: 5.298

Each line ends with the Löwdin charge.
Cartesian coordinates (Å):
N -1.89631 1.22839 -0.78601  0.050
N -1.11643 0.21246 -0.39560  -0.087
C -1.58167 -0.74706 0.38169  -0.246
O -1.02448 -1.94899 0.50944  0.041
H -1.49337 2.15429 -0.71748  0.099
H -2.88597 1.16695 -0.54922  0.097
H -2.67838 -0.84185 0.37838  0.142
H -0.21421 -1.81851 1.06922  0.092
C 1.82596 -0.68767 -0.76667  -0.115
C 1.34873 0.61979 -0.16337  -0.199
C 0.25820 0.38135 1.06277  -0.341
O 0.55760 -0.48392 1.89310  -0.048
H 2.14472 -1.36132 0.02725  0.072
H 2.64431 -0.51800 -1.46657  0.069
H 1.02870 -1.17903 -1.32167  0.066
H 0.98037 1.31954 -0.91271  0.085
H 2.16072 1.10860 0.38057  0.098
H -0.05848 1.39497 1.37688  0.125

Atoms 1-3, force components in eV/Å:
-0.97 0.20 -0.07
-0.10 -2.07 1.55
-2.63 -0.09 -4.26

=====

Q: Which value of energy does entry 6 give?
A: -11383.6957 eV

=====

Q: ΔE to the lowest compared entry with this formula, charge and spin of number 2 (C4H10N2O)?
A: 1.217 eV

=====

Q: What is the ΔE to the lowest compared entry with this formula, charge and spin in the first record?
A: 1.197 eV